Entry 1:
15
Properties=species:S:1:pos:R:3:forces:R:3 method="wB97M-V/def2-TZVPD" smiles="CCN(C)C=O" total_charge=0 energy_ev=-7831.45675 e_homo_ev=-9.4 relative_energy_ev=0.8632 e_lumo_ev=0.9
C -1.6886 -0.6474 -0.3735 -0.01 -0.09 -0.05
C -0.7472 0.5729 -0.4343 -0.13 0.22 0.11
N 0.6290 0.2748 -0.0094 -0.07 -0.45 -0.02
C 1.2204 0.7464 1.2408 -0.02 -0.13 0.03
C 1.2163 -0.7014 -0.7507 -0.03 -0.06 -0.15
O 0.7434 -1.1340 -1.7888 0.50 0.11 0.27
H -2.6497 -0.4320 -0.8527 0.14 0.20 0.16
H -1.8927 -1.0133 0.6426 0.15 0.36 -0.12
H -1.2587 -1.4751 -0.9339 -0.02 0.09 0.04
H -1.1204 1.3789 0.1941 0.00 0.06 0.09
H -0.6865 0.9676 -1.4584 -0.17 -0.23 0.22
H 0.5707 0.5465 2.1024 0.03 -0.01 -0.20
H 1.4760 1.8191 1.2561 -0.28 -0.30 -0.33
H 2.1597 0.2047 1.3986 -0.19 0.04 -0.03
H 2.1451 -1.1109 -0.3192 0.09 0.20 -0.02



Entry 2:
19
Properties=species:S:1:pos:R:3:forces:R:3 method="wB97M-V/def2-TZVPD" total_charge=+1 energy_ev=-9920.90588 e_homo_ev=-14.5 relative_energy_ev=1.3240 e_lumo_ev=-3.2
O 1.1990 -1.2257 1.7591 0.50 -0.23 0.13
C 0.6835 -0.1601 1.8811 -1.03 0.44 -0.49
C -0.2499 0.4200 0.8226 0.66 0.50 -0.41
N -0.1338 -0.3344 -0.4743 -0.94 0.02 1.32
C -1.1847 -1.3554 -0.5853 -0.51 -1.01 0.39
C 0.1079 1.8961 0.6350 0.05 0.29 -0.38
H 0.7533 0.5626 2.7135 0.45 -0.50 0.38
H -1.2711 0.2566 1.1654 -0.08 0.32 0.02
H -0.1828 0.2763 -1.2678 0.00 0.58 -0.90
H 0.7549 -0.7801 -0.5358 1.15 -0.61 0.20
H -1.2139 -1.9232 0.3433 -0.02 0.14 0.07
H -0.9589 -2.0731 -1.3508 0.22 -0.06 -0.57
H -2.1628 -0.9216 -0.7778 0.16 0.26 0.03
H 1.1602 2.1372 0.7802 0.19 -0.42 0.30
H -0.4467 2.5085 1.3385 -0.15 0.13 -0.11
H -0.0526 2.2376 -0.3917 -0.54 0.01 0.18
H 0.1855 0.0166 -3.9007 0.32 -0.11 0.19
H -0.9647 0.8502 -3.4351 0.16 0.05 0.23
O -0.1667 0.4152 -3.0945 -0.59 0.20 -0.58



Entry 3:
94
Properties=species:S:1:pos:R:3:forces:R:3 method="wB97M-V/def2-TZVPD" total_charge=+1 energy_ev=-73779.60451 e_homo_ev=-11.8 e_lumo_ev=-5.2
N 0.3802 -0.1468 -1.3211 0.65 0.70 1.20
B 1.1886 -0.9745 -0.4774 -1.28 -0.44 -1.36
O 1.0348 -2.3346 -0.5717 1.31 0.71 0.02
N 2.2386 -0.4159 0.5080 -1.48 -0.97 -0.56
C 2.5699 -1.1867 1.5266 0.75 0.05 0.59
C 3.5423 -0.7353 2.3992 -0.38 -0.78 0.20
C 4.0725 0.4690 2.1157 1.24 1.29 0.58
C 3.6331 1.2353 1.0320 0.11 -0.42 0.09
N 2.7099 0.7822 0.2258 0.10 0.46 -0.03
H 0.1524 0.7521 -0.8984 0.23 0.23 -0.39
H 0.8783 0.0424 -2.1885 -0.51 -0.12 -0.32
H 1.7594 -2.6313 -1.1561 -0.07 -0.79 0.28
H 2.1076 -2.1520 1.6464 -0.31 -0.04 -0.35
H 3.8470 -1.3298 3.2445 0.07 -0.04 0.07
H 4.8618 0.8717 2.7371 0.01 0.08 0.06
H 4.0712 2.2001 0.8266 -0.12 0.13 -0.14
C -1.0877 4.4616 2.9130 -0.36 0.10 -0.04
C -0.9042 3.4539 1.8062 0.09 0.40 0.43
C 0.2488 3.7468 0.8748 0.18 -0.12 -0.04
O -0.1853 3.1236 -0.3456 -0.08 -0.02 0.15
C -1.5511 3.1854 -0.3431 -0.15 0.16 0.04
O -2.2250 3.0196 -1.3046 -0.01 -0.16 -0.12
O -2.0149 3.4740 0.8917 0.23 -0.14 -0.22
H -0.2228 4.4698 3.5766 0.02 -0.05 -0.02
H -1.2318 5.4629 2.5063 0.10 -0.01 -0.06
H -1.9744 4.2252 3.4998 0.06 -0.06 0.05
H -0.8282 2.4448 2.2243 -0.01 -0.04 -0.10
H 1.1911 3.3214 1.2136 -0.01 -0.11 -0.16
H 0.3843 4.8132 0.6835 -0.07 0.02 0.11
C -3.4147 -1.5824 -2.8707 -0.34 -0.13 -0.14
C -3.5362 -1.6233 -1.3685 0.16 0.05 -0.51
C -2.4525 -2.4108 -0.6740 0.12 0.08 0.20
O -3.1146 -2.8412 0.5213 -0.06 -0.06 -0.12
C -4.4342 -2.9683 0.2125 -0.07 -0.01 -0.08
O -5.2240 -3.5552 0.8744 -0.05 0.05 0.07
O -4.7126 -2.3435 -0.9576 0.17 -0.05 0.25
H -2.4984 -1.0724 -3.1684 0.01 0.03 0.07
H -3.4130 -2.5904 -3.2880 0.08 -0.02 0.07
H -4.2639 -1.0581 -3.3078 0.05 0.08 0.02
H -3.6036 -0.6068 -0.9697 -0.01 -0.04 0.09
H -1.5763 -1.8149 -0.4394 -0.05 -0.02 0.13
H -2.1444 -3.2986 -1.2322 -0.03 0.07 -0.13
C -6.9089 -4.6242 3.3719 0.25 -0.03 0.35
C -8.1629 -4.2558 4.1227 0.38 -0.17 -0.37
C -8.9237 -3.0936 3.5341 -0.26 0.00 -0.08
O -9.5836 -2.5541 4.6862 0.19 0.00 0.02
C -8.7842 -2.8168 5.7545 0.03 0.01 0.02
O -8.8770 -2.2899 6.8126 -0.05 -0.02 0.09
O -7.8562 -3.7556 5.4364 -0.23 0.13 -0.03
H -7.1426 -4.9596 2.3626 -0.03 0.04 0.00
H -6.2280 -3.7764 3.3093 -0.09 0.06 -0.10
H -6.3760 -5.4223 3.8900 -0.08 -0.07 -0.04
H -8.8084 -5.1315 4.2358 -0.08 0.07 0.06
H -9.6455 -3.3917 2.7776 -0.14 0.06 0.13
H -8.2673 -2.3222 3.1231 0.10 -0.10 -0.02
C 5.5999 -7.0426 -1.6495 0.36 0.24 0.00
C 4.5664 -6.0475 -1.1871 0.24 -0.56 -0.20
C 3.4412 -5.8139 -2.1620 -0.34 -0.20 -0.03
O 3.0461 -4.4634 -1.8387 0.16 0.10 -0.04
C 4.1580 -3.8396 -1.3912 0.30 -0.23 -0.01
O 4.2600 -2.6518 -1.2907 -0.39 0.30 0.27
O 5.1233 -4.7166 -1.0825 -0.26 0.22 -0.02
H 5.1575 -8.0314 -1.7658 -0.05 0.02 0.04
H 6.0379 -6.7359 -2.6000 -0.11 0.00 -0.04
H 6.4145 -7.1080 -0.9293 -0.07 -0.07 0.05
H 4.1843 -6.3308 -0.2031 -0.05 0.13 0.01
H 2.6112 -6.5030 -2.0327 -0.13 0.19 0.07
H 3.7644 -5.8313 -3.2043 0.11 -0.02 0.04
C -4.8009 5.3143 -3.8420 -0.23 0.17 -0.24
C -3.4582 5.2626 -4.5266 -0.44 -0.01 0.32
C -2.3212 5.8327 -3.7163 0.27 -0.15 0.14
O -1.4133 6.2656 -4.7354 -0.16 0.07 0.00
C -2.1715 6.6058 -5.8153 -0.06 0.04 -0.05
O -1.7868 7.2499 -6.7316 0.06 -0.04 -0.09
O -3.4303 6.1117 -5.6865 0.28 -0.01 0.07
H -4.7971 4.7013 -2.9403 0.06 -0.03 -0.02
H -5.0614 6.3392 -3.5743 0.10 0.01 0.05
H -5.5830 4.9507 -4.5083 0.03 -0.08 0.03
H -3.2392 4.2405 -4.8479 0.10 0.03 -0.03
H -1.8530 5.0982 -3.0646 0.13 0.00 -0.12
H -2.6145 6.7056 -3.1264 -0.16 -0.04 -0.02
C 9.3428 1.6736 0.3062 0.24 -0.06 0.27
C 8.0566 2.0072 1.0192 0.44 -0.03 -0.34
C 7.3675 3.2532 0.5188 -0.26 0.04 -0.18
O 6.6453 3.6887 1.6810 0.14 -0.22 -0.02
C 7.3768 3.2804 2.7621 0.16 0.09 0.09
O 7.2289 3.6889 3.8626 -0.17 -0.09 0.09
O 8.2941 2.3503 2.3941 -0.31 0.13 -0.04
H 9.1572 1.4562 -0.7457 -0.05 0.00 0.01
H 10.0508 2.4994 0.3783 -0.08 0.07 -0.04
H 9.8179 0.8058 0.7628 -0.06 -0.05 -0.06
H 7.3803 1.1447 0.9966 -0.06 0.04 0.04
H 6.6881 3.0592 -0.3091 -0.12 0.09 0.10
H 8.0658 4.0417 0.2315 0.10 -0.10 0.00



Entry 4:
13
Properties=species:S:1:pos:R:3:forces:R:3 method="wB97M-V/def2-TZVPD" total_charge=0 energy_ev=-12759.20678 e_homo_ev=-9.1 relative_energy_ev=8.3945 e_lumo_ev=-0.2
C -0.4291 -0.1976 0.0656 -0.82 -0.92 -2.72
C 1.7673 -1.1749 0.0400 0.26 3.25 2.05
H 1.6592 1.4202 -0.3599 -4.25 2.28 1.42
H 0.5501 2.7646 0.9651 0.35 -3.37 -4.48
H -1.6468 -1.5581 -0.8106 -0.92 0.10 0.32
H -2.8659 0.4609 -0.4406 0.58 -1.95 4.49
H 2.4176 -1.8612 -0.5629 -0.67 0.36 0.71
N 0.5527 2.0074 -0.1826 1.98 -0.81 2.91
N -0.5403 1.0596 0.0218 1.63 1.18 1.27
N -1.5774 -1.0809 0.0888 4.06 1.16 2.10
O -2.5355 -0.3998 0.7079 -3.46 2.44 -5.46
O 0.5613 -0.9674 -0.5441 1.45 -1.05 -0.25
O 2.0869 -0.4726 1.0116 -0.17 -2.66 -2.37